(1)
Entry from OMol25: 2 unconnected molecules or ions with the total composition C26H26N5O6S (wB97M-V/def2-TZVPD).

XYZ file:
```
64
Properties=species:S:1:pos:R:3
C -0.382 -3.132 4.560
N -1.161 -2.455 3.526
C -2.386 -3.047 3.239
S -2.863 -4.513 3.916
N -3.163 -2.350 2.332
C -4.386 -3.046 1.921
C -2.696 -1.249 1.559
O -3.232 -0.941 0.495
C -1.536 -0.524 2.086
C -1.215 0.716 1.580
C 0.108 1.314 1.608
C 1.335 0.594 1.493
C 2.552 1.174 1.812
C 2.601 2.569 2.108
N 3.790 3.172 2.408
C 5.054 2.508 2.160
C 4.985 1.037 2.523
C 3.811 0.364 1.805
C 3.914 4.616 2.402
C 2.694 5.279 3.018
C 1.433 4.818 2.296
C 1.410 3.343 2.059
C 0.215 2.722 1.740
C -0.767 -1.140 3.173
O 0.168 -0.594 3.767
H 0.543 -2.582 4.722
H -0.978 -3.188 5.481
H -0.201 -4.155 4.215
H -4.940 -2.444 1.205
H -4.118 -4.025 1.502
H -4.971 -3.240 2.827
H -1.999 1.312 1.120
H 1.312 -0.441 1.135
H 5.315 2.612 1.090
H 5.822 3.033 2.747
H 5.928 0.560 2.240
H 4.878 0.930 3.610
H 3.611 -0.614 2.260
H 4.107 0.173 0.762
H 4.836 4.870 2.946
H 4.027 4.957 1.356
H 2.632 5.024 4.082
H 2.805 6.362 2.940
H 0.544 5.103 2.870
H 1.368 5.335 1.326
H -0.697 3.317 1.636
C -4.441 2.615 1.179
N -5.436 1.937 1.831
O -5.501 0.671 1.754
O -6.301 2.562 2.530
C -4.542 4.022 0.978
C -5.370 4.816 1.814
C -5.424 6.195 1.706
C -4.595 6.853 0.771
N -4.436 8.263 0.810
O -3.704 8.816 -0.044
O -5.036 8.884 1.719
C -3.826 6.099 -0.148
C -3.810 4.718 -0.047
H -3.657 2.035 0.711
H -5.979 4.317 2.554
H -6.078 6.787 2.342
H -3.261 6.621 -0.919
H -3.246 4.107 -0.755
```

Kohn-Sham gap ... 0.19002 Ha
Total charge ... -1
Lowest unoccupied orbital energy ... 1.02 eV

(2)
Entry from OMol25: a molecular structure, C26H26N5O7W (wB97M-V/def2-TZVPD).

XYZ file:
```
65
Properties=species:S:1:pos:R:3
W -0.437 -0.208 0.057
N -1.831 0.497 -1.349
C -2.326 1.136 1.096
C -1.454 1.165 2.271
O -1.547 1.968 3.183
N -0.501 0.213 2.100
C 0.734 0.440 2.812
C 1.842 0.551 1.797
O 2.905 1.072 2.040
O 1.537 -0.031 0.647
H -1.865 1.457 -1.624
H -2.585 -0.017 -1.751
H -3.229 0.563 1.221
H -2.485 2.141 0.732
H 0.974 -0.381 3.490
H 0.669 1.354 3.386
O 0.883 3.746 -0.670
C 0.662 2.558 -0.673
O -0.080 1.902 0.153
C 1.240 1.670 -1.735
C 2.127 2.072 -2.712
C 2.502 1.153 -3.664
C 1.963 -0.120 -3.607
C 1.099 -0.420 -2.580
N 0.766 0.453 -1.683
C 0.419 -1.746 -2.374
O 0.563 -2.663 -3.140
O -0.314 -1.736 -1.322
H 2.498 3.089 -2.695
H 3.197 1.428 -4.448
H 2.190 -0.890 -4.332
C 2.923 -2.680 3.916
C 2.967 -2.146 2.481
C 2.647 -3.220 1.476
C 3.630 -4.162 1.187
C 3.374 -5.241 0.360
C 2.104 -5.388 -0.172
C 1.088 -4.467 0.088
C -0.273 -4.769 -0.507
C -0.927 -5.987 0.153
C 1.379 -3.348 0.900
N 0.330 -2.383 1.162
C -0.644 -2.850 1.844
C -1.959 -2.380 1.614
C -3.168 -2.926 2.018
C -4.140 -2.369 1.173
C -3.462 -1.514 0.303
N -2.151 -1.517 0.559
H 3.184 -1.893 4.629
H 3.623 -3.509 4.051
H 1.921 -3.045 4.162
H 3.954 -1.734 2.270
H 2.258 -1.342 2.386
H 4.611 -4.039 1.637
H 4.148 -5.968 0.143
H 1.877 -6.241 -0.806
H -0.136 -4.961 -1.570
H -0.930 -3.920 -0.437
H -0.292 -6.875 0.078
H -1.881 -6.212 -0.333
H -1.129 -5.804 1.213
H -0.507 -3.735 2.469
H -3.308 -3.658 2.803
H -5.204 -2.556 1.178
H -3.878 -0.917 -0.495
```

Kohn-Sham gap (spin up / spin down) ... 0.25123 / 0.25121 Ha
Total charge ... -1
Lowest unoccupied orbital energy (spin up / spin down) ... 2.36 / 2.36 eV

(3)
Entry from OMol25: a gas-phase ion, C26H26NO2 (charge +1) (wB97M-V/def2-TZVPD).

XYZ file:
```
55
Properties=species:S:1:pos:R:3
C 0.586 -3.331 5.944
O 0.328 -4.064 4.717
C 0.322 -3.448 3.505
C -0.303 -4.103 2.416
C -0.583 -3.402 1.262
C -0.155 -2.091 1.075
C -0.447 -1.540 -0.329
C -0.062 -0.109 -0.599
C 0.274 0.183 -1.933
C 0.654 1.458 -2.319
C 0.754 2.449 -1.349
O 1.125 3.723 -1.773
C 2.458 4.128 -1.630
C 3.157 4.416 -2.809
C 4.518 4.671 -2.724
C 5.134 4.752 -1.469
C 4.405 4.529 -0.295
C 3.059 4.182 -0.367
C 0.478 2.178 -0.014
C -0.036 0.925 0.348
C -1.924 -1.703 -0.896
N -2.793 -1.060 -0.001
C -3.811 -0.403 -0.611
C -4.929 0.228 0.139
C -3.693 -0.609 -2.025
C -2.588 -1.451 -2.210
C -2.179 -2.066 -3.505
C 0.631 -1.517 2.086
C 0.848 -2.155 3.313
H 0.356 -4.040 6.736
H 1.634 -3.034 5.980
H -0.053 -2.444 6.029
H -0.645 -5.122 2.545
H -1.139 -3.926 0.478
H 0.111 -2.195 -1.118
H 0.229 -0.600 -2.708
H 0.865 1.719 -3.351
H 2.607 4.370 -3.754
H 5.080 4.809 -3.647
H 6.180 5.009 -1.410
H 4.870 4.612 0.685
H 2.465 3.947 0.521
H 0.604 2.955 0.727
H -0.411 0.768 1.377
H -1.720 -2.779 -0.753
H -2.464 -0.941 0.988
H -5.492 0.914 -0.507
H -5.653 -0.543 0.462
H -4.597 0.779 1.044
H -4.379 -0.180 -2.760
H -2.541 -1.464 -4.356
H -1.088 -2.075 -3.601
H -2.512 -3.112 -3.627
H 1.103 -0.552 1.940
H 1.359 -1.646 4.130
```

Kohn-Sham gap ... 0.24439 Ha
SMILES string ... COc1ccc([C@H](c2ccc(Oc3ccccc3)cc2)[C@H]2[NH+]=C(C)C=C2C)cc1
Total charge ... +1
Lowest unoccupied orbital energy ... -4.16 eV

(4)
Entry from OMol25: a molecular structure, C26H27AsBrCoN3 (wB97M-V/def2-TZVPD).

XYZ file:
```
59
Properties=species:S:1:pos:R:3
Co -0.383 -0.286 -1.655
N -1.381 -1.735 -0.579
C -1.018 -3.147 -0.890
C 0.487 -3.329 -1.020
C 1.046 -2.806 -2.340
N 1.267 -1.331 -2.302
H -1.178 -1.555 0.406
H -2.388 -1.630 -0.668
H -1.503 -3.427 -1.827
H -1.404 -3.806 -0.112
H 0.715 -4.392 -0.943
H 0.988 -2.828 -0.187
H 0.346 -3.017 -3.149
H 1.979 -3.318 -2.574
H 1.542 -1.026 -3.233
H 2.057 -1.141 -1.693
Br -1.253 2.004 -2.194
C -2.027 0.806 -3.445
C -2.945 1.183 -4.392
C -3.435 0.174 -5.213
C -2.984 -1.128 -5.045
C -2.051 -1.398 -4.064
N -1.573 -0.433 -3.265
H -3.265 2.211 -4.484
H -4.167 0.409 -5.975
H -3.350 -1.931 -5.668
H -1.673 -2.398 -3.905
C 4.833 0.811 3.759
C 3.696 0.174 4.235
C 2.630 -0.084 3.383
C 2.704 0.339 2.063
C 3.844 0.965 1.574
C 4.903 1.219 2.433
As 1.195 0.116 0.868
C -0.322 -0.144 2.036
C -0.672 -1.303 2.722
C -1.840 -1.323 3.475
C -2.662 -0.202 3.507
C -2.311 0.956 2.825
C -1.126 1.001 2.098
C -0.591 2.180 1.381
C -1.090 3.477 1.459
C -0.474 4.497 0.746
C 0.649 4.240 -0.034
C 1.171 2.952 -0.097
C 0.567 1.939 0.635
H 5.676 0.972 4.418
H 3.635 -0.127 5.272
H 1.750 -0.586 3.763
H 3.912 1.269 0.536
H 5.786 1.724 2.066
H -0.028 -2.176 2.696
H -2.107 -2.208 4.038
H -3.581 -0.227 4.077
H -2.960 1.821 2.869
H -1.940 3.698 2.091
H -0.874 5.501 0.798
H 1.124 5.045 -0.580
H 2.053 2.756 -0.698
```

Multiplicity ... 2
Kohn-Sham gap (spin up / spin down) ... 0.22565 / 0.26375 Ha
Total charge ... +2
<S²> ... 0.780
Lowest unoccupied orbital energy (spin up / spin down) ... -7.59 / -6.56 eV

(5)
Entry from OMol25: a molecular structure, C26H27AsF5N7O2PRuS2 (wB97M-V/def2-TZVPD).

XYZ file:
```
72
Properties=species:S:1:pos:R:3
Ru -0.826 0.491 -0.215
N 5.829 -3.158 1.853
C 4.684 -3.047 1.117
C 4.091 -1.754 1.035
C 2.883 -1.630 0.341
C 2.223 -2.734 -0.228
C 2.851 -3.976 -0.087
C 4.049 -4.153 0.652
S 0.902 -2.403 -1.262
O 0.243 -3.604 -1.757
O 1.209 -1.338 -2.240
N -0.130 -1.622 -0.264
C -0.636 -2.347 0.856
N 0.022 -3.478 1.203
C -0.380 -4.096 2.361
C -1.516 -3.651 3.081
C -2.117 -2.543 2.588
N -1.712 -1.914 1.466
H 5.927 -2.414 2.550
H 5.957 -4.098 2.202
H 4.704 -0.910 1.428
H 2.477 -0.604 0.124
H 2.384 -4.782 -0.703
H 4.243 -5.147 0.861
H 0.158 -5.056 2.685
H -1.783 -4.174 3.932
H -2.889 -2.048 3.117
C -2.952 -2.193 -1.701
As -2.143 -0.475 -2.102
C -1.333 -0.708 -3.822
C -3.789 0.500 -2.666
H -4.002 -2.145 -1.966
H -2.807 -2.414 -0.655
H -2.364 -2.951 -2.204
H -1.096 0.316 -4.006
H -2.010 -1.180 -4.530
H -0.444 -1.347 -3.768
H -4.262 -0.001 -3.491
H -3.534 1.533 -3.003
H -4.342 0.642 -1.749
F -2.157 7.074 0.759
C -2.320 5.749 0.800
C -1.800 4.968 1.786
F -1.181 5.587 2.816
C -2.015 3.547 1.795
F -1.345 2.851 2.708
C -2.737 2.979 0.806
S -2.915 1.198 0.738
C -3.235 3.757 -0.221
F -3.955 3.239 -1.200
C -3.091 5.135 -0.268
F -3.662 5.929 -1.083
C 1.707 1.597 -2.643
P 0.415 2.221 -1.413
C 1.151 3.296 -0.135
C -0.486 3.413 -2.470
H 2.395 2.356 -2.886
H 1.214 1.188 -3.517
H 2.170 0.723 -2.203
H 1.797 4.184 -0.480
H 1.839 2.530 0.372
H 0.446 3.612 0.581
H 0.249 3.878 -3.083
H -1.056 4.103 -2.002
H -1.090 2.887 -3.225
N 0.320 0.854 1.353
C 0.895 0.458 2.298
C 1.574 -0.047 3.309
C 1.124 -1.088 4.188
N 0.930 -2.006 4.808
C 2.960 0.171 3.308
N 4.087 0.271 3.371
```

Multiplicity ... 5
Kohn-Sham gap (spin up / spin down) ... 0.26737 / 0.14386 Ha
Total charge ... +1
<S²> ... 6.053
Lowest unoccupied orbital energy (spin up / spin down) ... -3.26 / -7.11 eV

(6)
Entry from OMol25: a molecular structure, C26H27BCrFN8O2Si (wB97M-V/def2-TZVPD).

XYZ file:
```
67
Properties=species:S:1:pos:R:3
Cr 0.353 0.375 -0.224
C 0.681 3.428 2.736
C 0.199 2.180 2.329
N 0.860 1.751 1.264
N 1.773 2.692 0.968
C 1.687 3.710 1.837
B 2.786 2.481 -0.178
N 3.462 1.126 0.058
C 4.748 0.808 0.269
C 4.821 -0.558 0.456
C 3.493 -0.991 0.341
N 2.689 0.033 0.098
N 2.082 2.396 -1.550
C 2.241 3.192 -2.617
C 1.468 2.697 -3.647
C 0.861 1.564 -3.096
N 1.237 1.395 -1.839
H 0.345 4.027 3.561
H -0.594 1.577 2.735
H 2.350 4.552 1.759
H 3.582 3.379 -0.188
H 5.513 1.564 0.271
H 5.695 -1.153 0.648
H 3.105 -1.991 0.428
H 2.893 4.045 -2.571
H 1.361 3.086 -4.642
H 0.172 0.869 -3.542
C -4.223 -0.269 -1.379
Si -2.719 -0.848 -0.381
C -3.269 -1.741 1.191
C -2.052 -2.230 -1.471
N -1.682 0.511 -0.106
C -2.287 1.694 0.261
C -3.513 1.778 0.950
C -4.109 2.979 1.293
C -3.516 4.187 0.974
C -2.304 4.160 0.300
C -1.736 2.955 -0.033
F -0.548 3.001 -0.675
H -4.958 -1.072 -1.446
H -3.891 -0.042 -2.393
H -4.718 0.615 -0.983
H -3.986 -2.528 0.957
H -3.704 -1.098 1.950
H -2.388 -2.202 1.638
H -2.917 -2.823 -1.781
H -1.370 -2.894 -0.957
H -1.546 -1.878 -2.369
H -4.008 0.859 1.220
H -5.054 2.964 1.824
H -3.975 5.127 1.242
H -1.779 5.066 0.028
O 1.098 -2.241 -2.214
C 0.939 -2.525 -1.041
N 0.519 -1.680 -0.047
C 0.433 -2.345 1.146
O 0.089 -1.876 2.217
C 0.837 -3.775 0.911
C 0.926 -4.857 1.760
C 1.339 -6.072 1.219
C 1.650 -6.184 -0.139
C 1.554 -5.082 -0.986
C 1.147 -3.886 -0.436
H 0.680 -4.752 2.808
H 1.420 -6.943 1.857
H 1.968 -7.138 -0.536
H 1.789 -5.147 -2.040
```

Kohn-Sham gap (spin up / spin down) ... 0.24392 / 0.24400 Ha
Total charge ... -1
Lowest unoccupied orbital energy (spin up / spin down) ... 2.84 / 2.84 eV

The evaluated max |F| for the records listed, in turn: 1.91, 3.77, 3.36, 1.14, 5.27, 0.54 eV/A.
The evaluated calculated total energy for the records listed, in turn: -2129.681047, -1874.116144, -1211.291252, -7363.265175, -5508.032902, -3054.440223 Ha.